Molecular formula: C24H14Cl7N3O2Y
Method: DFT, ωB97M-V with the def2-TZVPD basis set

Spin multiplicity ... 1
E_LUMO ... 0.0687 hartree
Energy ... -4497.2554 Eh
Largest force on an atom ... 0.7 eV/A
Highest occupied orbital energy ... -0.15824 Ha
Total charge ... -1

Structure (XYZ):
```
51
Properties=species:S:1:pos:R:3:forces:R:3:lowdin_charge:R:1
Y 0.466455 1.402519 -1.058120 -0.270 0.090 0.277 0.98
C 2.159930 -0.850078 2.596812 -0.003 0.000 -0.008 -0.09
C 2.056016 -1.625861 1.449097 0.004 0.017 0.020 -0.11
C 2.630303 -1.193576 0.262191 -0.011 -0.007 0.000 -0.11
C 3.325946 0.009479 0.228941 0.018 0.008 -0.037 -0.14
C 3.435774 0.781592 1.377352 0.004 -0.017 0.024 -0.11
C 2.848107 0.354400 2.560477 -0.010 -0.007 0.000 -0.09
H 1.687376 -1.173085 3.516441 0.002 0.001 -0.005 0.10
H 1.517264 -2.565825 1.472604 0.001 0.001 0.008 0.09
H 2.524872 -1.774946 -0.644847 -0.002 0.002 -0.006 0.10
H 3.757935 0.348837 -0.703997 0.003 0.006 0.008 0.09
H 3.954597 1.731003 1.341061 0.002 0.002 0.001 0.10
H 2.903997 0.974343 3.446428 -0.003 -0.003 0.002 0.11
O -0.788524 2.586418 -1.760282 0.013 -0.245 0.045 -0.75
N -3.706683 3.266693 -1.337793 -0.037 -0.023 0.006 0.03
N -3.816038 2.204422 -1.123700 -0.015 0.051 -0.025 -0.01
O -0.776279 -0.088241 0.718472 0.196 0.127 -0.202 -0.68
C -2.698487 -1.908691 0.515154 0.057 -0.048 -0.035 -0.43
C -1.844641 -2.717205 1.232290 -0.006 -0.010 0.024 -0.05
C -2.320831 -3.961035 1.621704 -0.004 -0.001 0.001 -0.06
C -3.606231 -4.360216 1.280101 0.005 -0.015 0.013 -0.08
C -4.435955 -3.518038 0.551257 0.014 0.008 -0.006 -0.08
C -3.986979 -2.265861 0.157955 0.049 0.038 0.005 -0.08
H -0.851933 -2.358296 1.470301 0.001 -0.001 0.005 0.09
H -1.681270 -4.622060 2.191323 0.004 -0.002 0.000 0.11
H -3.964973 -5.334287 1.585295 -0.003 0.001 0.000 0.10
H -5.437516 -3.832064 0.289896 -0.004 0.003 0.001 0.11
H -4.617059 -1.584903 -0.400458 0.002 -0.008 -0.003 0.12
Cl -0.705330 2.191592 2.918406 -0.016 -0.026 0.002 0.63
C 0.493113 3.252800 2.207461 0.045 0.009 -0.051 -0.70
C 1.004975 2.942037 0.956803 0.168 0.108 0.010 -0.24
C 1.952514 3.842422 0.503447 -0.021 -0.136 0.057 -0.69
Cl 2.692811 3.487424 -1.068749 -0.010 -0.068 -0.049 0.64
C 2.395782 4.971620 1.180984 -0.043 -0.040 0.021 -0.72
Cl 3.598256 6.022153 0.520946 0.017 0.016 -0.013 0.65
C 1.843993 5.234690 2.430839 -0.033 -0.031 0.021 -0.72
Cl 2.350350 6.621601 3.329311 0.004 0.001 -0.005 0.64
C 0.884587 4.364990 2.950788 0.039 0.057 0.000 -0.71
Cl 0.210653 4.694568 4.511732 -0.002 -0.005 0.006 0.63
Cl -2.094126 -0.361337 -0.041156 -0.582 0.220 0.385 1.05
C -0.944598 -0.681909 -2.052772 0.251 -0.104 -0.197 -0.01
C -1.510321 -1.707255 -2.658462 0.175 -0.014 -0.233 -0.24
C -1.181595 -2.280037 -3.950609 -0.033 -0.046 -0.086 -0.16
C -0.307156 -1.796570 -4.877167 0.055 -0.023 0.001 -0.19
C 0.640287 -0.763168 -4.795207 0.045 0.039 0.105 -0.69
Cl 1.343368 -0.161157 -6.295107 -0.028 0.007 0.023 0.58
C 1.246084 -0.285178 -3.651525 0.015 -0.107 -0.142 -0.32
N 1.826946 0.082824 -2.703700 -0.025 0.106 -0.107 0.07
H -2.356816 -2.181163 -2.167715 -0.043 0.070 0.111 0.08
H -1.771001 -3.141770 -4.232112 0.013 -0.006 0.017 0.08
H -0.347964 -2.274608 -5.852368 0.001 0.002 0.011 0.09
```
Forces are in eV/Å.